{
  "formula": "C27H27BrF5N7O2PbSe",
  "method": "ωB97M-V with the def2-TZVPD basis set",
  "e_above_lowest_kj_mol": 40.4,
  "fmax_ev_per_a": 3.46,
  "homo_lumo_gap_ev": 7.97,
  "homo_ev": -7.88,
  "energy_ev": -197186.236,
  "e_lumo_ev": 0.09,
  "species": ["H", "H", "C", "C", "H", "C", "C", "C", "H", "H", "H", "C", "H", "H", "H", "H", "C", "O", "H", "Pb", "C", "C", "N", "H", "F", "H", "H", "N", "N", "N", "F", "H", "N", "N", "H", "H", "H", "H", "N", "Br", "O", "C", "C", "C", "C", "C", "H", "H", "C", "F", "C", "C", "F", "H", "C", "C", "H", "Se", "C", "C", "C", "C", "C", "H", "C", "F", "H", "C", "C", "H", "H"],
  "positions_angstrom": [[10.969, 12.220, 15.290], [12.457, 12.215, 16.235], [16.392, 7.597, 11.025], [12.205, 4.967, 13.720], [10.809, 10.592, 13.565], [13.536, 10.009, 15.238], [10.856, 6.461, 12.452], [13.072, 6.989, 12.909], [7.917, 10.567, 13.373], [13.807, 10.470, 13.072], [17.670, 8.932, 11.526], [11.912, 7.310, 12.229], [14.140, 8.449, 8.682], [12.660, 13.751, 14.370], [16.109, 9.349, 9.895], [16.401, 10.643, 13.276], [14.664, 7.836, 9.392], [17.482, 7.998, 11.768], [16.345, 5.667, 12.086], [11.739, 9.447, 11.262], [14.269, 10.637, 14.028], [15.721, 8.424, 10.110], [10.401, 8.160, 9.665], [9.951, 6.506, 6.817], [14.062, 7.933, 12.968], [11.999, 7.182, 8.677], [14.675, 12.521, 15.163], [12.005, 12.277, 12.950], [14.799, 11.759, 10.916], [15.719, 10.151, 14.029], [9.623, 6.804, 12.087], [4.714, 8.742, 10.983], [8.820, 7.714, 8.231], [14.228, 6.573, 9.536], [10.913, 9.023, 14.228], [16.145, 10.239, 14.976], [5.429, 9.956, 12.929], [7.857, 7.745, 7.949], [11.385, 9.912, 14.031], [14.118, 4.125, 10.704], [9.745, 10.004, 11.715], [6.236, 9.651, 12.262], [10.927, 7.419, 8.591], [15.910, 11.715, 11.223], [5.802, 8.919, 11.182], [12.012, 11.978, 15.290], [6.412, 7.998, 9.379], [15.728, 9.147, 13.759], [14.838, 5.895, 10.499], [12.409, 3.838, 14.442], [6.750, 8.568, 10.206], [14.221, 12.233, 14.193], [14.411, 5.662, 14.329], [13.653, 8.949, 15.280], [15.897, 6.333, 11.327], [9.960, 7.163, 7.691], [12.504, 12.529, 12.119], [17.611, 11.566, 11.671], [8.520, 9.652, 11.444], [7.566, 10.050, 12.422], [13.284, 5.835, 13.624], [12.710, 12.675, 14.181], [12.060, 10.413, 15.218], [14.798, 12.790, 13.409], [9.102, 8.307, 9.418], [9.977, 4.334, 13.153], [11.081, 12.694, 12.847], [11.022, 5.234, 13.064], [8.087, 8.883, 10.349], [11.518, 10.048, 16.136], [14.092, 10.367, 16.126]],
  "forces_ev_per_angstrom": [[-0.7, 0.5, 0.2], [0.1, 0.5, 0.7], [0.2, 0.1, 1.1], [1.1, -1.1, 0.4], [-0.4, -0.2, 0.2], [0.7, 0.6, -0.4], [0.6, -0.2, -0.4], [-0.3, 0.3, -0.4], [-0.5, -0.6, -1.6], [0.2, -0.7, -0.4], [0.1, -0.2, 0.2], [0.0, 0.2, 1.1], [-0.2, 0.1, -0.4], [0.2, 0.1, -0.1], [0.5, 2.2, -0.5], [-1.0, -0.4, 1.2], [0.7, 0.4, 0.7], [-0.9, 0.5, -0.8], [-0.3, 0.6, -0.6], [1.2, -0.2, -0.6], [0.4, 2.2, 1.3], [-0.7, -3.4, 0.1], [-0.3, -0.3, -1.1], [0.0, 0.6, 0.4], [0.2, 0.0, -0.2], [-0.8, -0.2, -0.6], [-0.4, -0.2, -0.3], [0.3, 0.5, -0.3], [-1.0, 0.1, -0.1], [0.4, 0.0, -1.0], [-0.6, -0.1, -0.4], [1.2, 0.0, 0.4], [-1.0, 0.7, 0.9], [0.7, 0.8, 0.7], [0.0, 0.7, -0.3], [-0.4, 0.0, -0.9], [0.5, 0.1, 0.4], [0.1, -0.4, -0.8], [0.2, -1.4, 0.3], [0.3, 0.3, 0.2], [-0.1, 0.4, -0.1], [-0.2, 0.8, 0.7], [1.1, 0.9, 1.6], [-0.7, 0.0, -0.6], [-0.2, -0.2, -1.9], [-0.4, -1.9, 0.4], [-0.2, -0.5, -0.7], [0.0, 0.5, 0.3], [0.2, -0.3, 0.3], [-0.5, 0.5, -0.5], [-0.9, 0.2, 1.2], [-0.1, -0.5, -0.6], [-0.1, -0.3, -0.1], [0.0, -1.0, -0.3], [-0.7, -0.9, -1.1], [-0.3, -0.9, -0.5], [0.5, 0.2, -0.4], [1.5, -0.3, 0.6], [-0.7, 0.3, 1.7], [-0.5, -0.4, 0.5], [-0.6, 0.6, 0.2], [0.7, -0.2, -0.5], [-0.1, 1.1, 0.7], [-0.5, -0.8, 0.5], [0.6, 0.0, 0.4], [1.2, 1.0, 0.0], [0.2, 0.1, 0.4], [-1.3, -1.2, 0.7], [1.2, -0.2, -0.8], [0.8, 0.2, -0.7], [-0.6, 0.1, 0.0]]
}

=====

{
  "formula": "C27H27F3N5O2OsS",
  "method": "ωB97M-V with the def2-TZVPD basis set",
  "e_above_lowest_kj_mol": 0.0,
  "fmax_ev_per_a": 1.00,
  "charge": 3,
  "homo_lumo_gap_ev": [5.43, 5.41],
  "homo_ev": [-16.25, -16.26],
  "energy_ev": -61412.038,
  "e_lumo_ev": [-10.82, -10.85],
  "species": ["O", "C", "C", "F", "N", "C", "C", "H", "N", "H", "S", "H", "C", "Os", "H", "H", "H", "H", "H", "C", "H", "H", "C", "H", "C", "H", "H", "C", "C", "C", "F", "N", "C", "C", "H", "H", "H", "C", "C", "C", "C", "C", "C", "H", "H", "N", "H", "C", "C", "C", "H", "N", "C", "C", "H", "H", "C", "O", "H", "H", "F", "H", "C", "H", "H", "C"],
  "positions_angstrom": [[1.440, -2.263, 0.805], [-2.070, 2.702, -0.666], [-1.798, -1.312, -3.235], [-5.625, -1.760, -1.752], [1.304, -0.007, -0.497], [3.664, -2.794, -0.068], [-1.141, 4.359, -3.851], [-0.492, 1.442, 2.954], [1.117, 0.911, -1.439], [1.616, 3.359, -5.535], [-2.079, -1.841, 1.163], [-1.086, 1.036, 5.383], [-3.311, -1.634, -1.391], [-0.029, -0.702, 0.702], [-1.606, -1.245, -4.297], [1.767, 1.820, -3.624], [-0.246, 4.973, -5.698], [1.271, -0.900, 2.953], [1.398, -4.330, 0.517], [-0.004, 2.570, -2.665], [0.297, -3.668, 1.742], [-1.953, 5.072, -3.912], [1.299, -3.612, 1.329], [-3.934, -1.521, -3.432], [-0.596, -1.117, 3.799], [-1.599, -0.755, 3.572], [-2.840, 2.739, 0.091], [-0.752, -1.227, -2.345], [-0.257, -0.872, 5.263], [-4.702, -1.725, -0.801], [-4.824, -2.812, -0.035], [-0.958, -1.388, -1.025], [-3.094, -1.489, -2.750], [2.510, -0.746, -0.653], [3.538, 0.601, -1.963], [-0.593, -2.193, 3.634], [0.916, 2.295, 4.860], [-0.180, 4.307, -4.849], [-1.056, 1.726, -0.527], [-2.069, 3.535, -1.738], [-2.206, -1.617, -0.553], [0.955, 2.530, -3.678], [0.469, 0.981, 3.189], [3.712, -3.744, 0.444], [0.060, 0.770, 6.523], [0.351, -0.470, 2.850], [-1.029, -1.299, 5.901], [-1.064, 3.496, -2.760], [4.730, -2.376, -0.859], [0.865, 3.396, -4.757], [0.705, -1.300, 5.547], [-0.171, 0.602, 5.539], [2.567, -1.966, 0.033], [4.693, -1.163, -1.536], [0.268, -1.079, -2.672], [1.809, 0.767, 4.891], [0.854, 1.231, 4.639], [-1.058, 0.997, 0.518], [5.600, -3.013, -0.941], [2.057, -3.785, 2.091], [-4.931, -0.649, -0.026], [-2.864, 4.265, -1.839], [3.582, -0.346, -1.445], [1.220, 1.442, 2.548], [5.536, -0.857, -2.139], [0.047, 1.655, -1.527]],
  "forces_ev_per_angstrom": [[0.0, 0.0, 0.2], [0.1, 0.0, 0.0], [-0.1, -0.1, 0.0], [0.0, 0.0, 0.0], [0.3, -0.2, 0.8], [0.0, 0.0, 0.0], [0.0, 0.0, 0.0], [0.0, 0.0, 0.0], [0.1, 0.0, 0.0], [0.0, 0.0, 0.0], [0.1, -0.4, 0.2], [0.0, 0.0, 0.0], [0.1, 0.0, 0.0], [0.1, -0.1, -0.5], [0.0, 0.0, 0.0], [0.0, 0.0, 0.0], [0.0, 0.0, 0.0], [0.0, 0.0, 0.1], [0.0, 0.0, 0.0], [0.0, 0.0, 0.0], [0.0, 0.0, 0.0], [0.0, 0.0, 0.0], [0.0, -0.1, -0.1], [0.0, 0.0, 0.0], [0.0, -0.1, 0.0], [0.0, 0.0, 0.0], [0.0, 0.0, 0.0], [0.0, -0.2, 0.0], [0.0, 0.0, 0.0], [0.0, -0.1, 0.0], [0.0, 0.0, 0.0], [-0.8, 0.5, -0.3], [0.1, 0.0, 0.0], [-0.1, -0.2, 0.0], [0.0, 0.0, 0.0], [0.0, 0.0, 0.0], [0.0, 0.0, 0.0], [0.0, 0.0, 0.0], [-0.1, 0.1, 0.1], [0.0, 0.0, 0.0], [0.1, -0.1, -0.2], [0.0, 0.0, 0.0], [0.0, 0.0, 0.1], [0.0, 0.0, 0.0], [0.0, 0.0, 0.0], [0.3, 0.8, 0.0], [0.0, 0.0, 0.0], [0.0, 0.0, 0.0], [0.0, 0.0, 0.0], [0.0, 0.0, 0.0], [0.0, 0.0, 0.0], [0.0, 0.0, 0.0], [0.0, 0.1, 0.0], [0.0, 0.0, 0.0], [0.0, 0.0, 0.0], [0.0, 0.0, 0.0], [0.0, -0.1, 0.0], [0.0, -0.1, 0.0], [0.0, 0.0, 0.0], [0.0, 0.0, 0.0], [0.0, 0.0, 0.0], [0.0, 0.0, 0.0], [0.0, 0.0, 0.0], [0.0, 0.0, 0.0], [0.0, 0.0, 0.0], [0.0, 0.0, -0.1]]
}

=====

{
  "formula": "C27H27N2OP2Rh",
  "method": "ωB97M-V with the def2-TZVPD basis set",
  "fmax_ev_per_a": 2.23,
  "charge": 2,
  "homo_lumo_gap_ev": [7.32, 5.90],
  "homo_ev": [-13.27, -14.77],
  "energy_ev": -55032.457,
  "multiplicity": 5,
  "e_lumo_ev": [-5.96, -8.87],
  "species": ["H", "C", "C", "C", "C", "H", "C", "H", "H", "C", "C", "H", "H", "C", "C", "H", "H", "H", "H", "H", "C", "O", "C", "C", "C", "C", "C", "H", "H", "C", "H", "C", "H", "H", "C", "C", "P", "P", "H", "C", "H", "C", "H", "Rh", "C", "C", "H", "C", "H", "C", "H", "N", "H", "C", "H", "H", "N", "H", "H", "C"],
  "positions_angstrom": [[-3.065, 4.668, 1.652], [1.644, 4.686, -1.101], [1.155, -0.526, 0.632], [-1.253, 0.049, 3.460], [1.549, -0.512, -0.705], [-0.402, 5.144, -0.749], [-2.700, 1.470, 0.606], [0.397, -4.577, -4.156], [3.081, -0.972, -2.156], [3.951, 3.837, -1.342], [-2.414, -3.152, -3.778], [-1.358, 1.096, 3.221], [-1.089, 2.889, -1.419], [-0.138, 2.971, -0.862], [2.062, 2.322, -1.514], [2.754, 1.550, -1.831], [4.653, -1.730, -0.411], [-2.422, -2.546, -4.683], [-2.568, -4.195, -4.032], [-0.878, -3.706, 4.295], [2.055, -0.927, 1.617], [-0.689, -1.436, -2.598], [-1.202, -1.733, 5.076], [-0.858, -2.235, 2.755], [-0.969, -2.657, 4.066], [-1.207, 3.736, 1.284], [-2.564, 3.788, 1.283], [0.484, 2.425, 1.159], [-0.619, 4.544, 1.691], [3.676, -1.370, -0.122], [-3.221, -2.812, -3.132], [-1.324, 1.356, 0.630], [-4.407, 2.758, 0.832], [1.994, 5.707, -1.119], [2.565, 3.618, -1.316], [-0.739, -3.907, -1.417], [-0.824, -2.912, -2.938], [-0.662, -0.340, 0.745], [-1.542, -3.616, -0.745], [2.788, -0.944, -1.114], [-0.836, -4.960, -1.662], [-1.337, -0.387, 4.770], [-1.277, -2.065, 6.100], [-0.017, 0.261, -1.651], [3.323, -1.321, 1.219], [0.511, -3.505, -4.017], [1.783, -0.918, 2.663], [-0.476, 2.595, 0.652], [-1.501, 0.333, 5.553], [-3.334, 2.687, 0.863], [4.042, -1.623, 1.966], [5.087, 3.998, -1.334], [0.219, -3.733, -0.928], [0.345, 4.387, -0.919], [-0.673, -2.946, 1.961], [1.479, -3.304, -3.563], [0.801, 1.994, -1.368], [-3.310, 0.591, 0.455], [0.460, -3.011, -4.984], [-0.984, -0.879, 2.458]],
  "forces_ev_per_angstrom": [[-0.1, 0.1, 0.1], [0.1, -0.1, -0.1], [-0.4, -0.1, -0.1], [0.0, -0.1, -0.1], [-1.0, 0.3, 0.1], [0.0, 0.2, -0.1], [0.7, -0.6, -0.1], [0.0, -0.1, -0.1], [0.0, 0.1, 0.0], [0.0, -0.1, -0.1], [0.6, 0.1, 0.3], [-0.1, 0.1, 0.0], [0.3, 0.0, 0.1], [-0.2, 0.8, 0.5], [-0.4, -0.7, -0.1], [-0.1, 0.0, 0.1], [0.1, 0.0, 0.0], [0.1, 0.0, 0.0], [0.0, -0.2, -0.1], [0.0, -0.1, 0.1], [-0.1, 0.1, 0.0], [0.1, 0.6, 0.1], [0.0, 0.0, -0.1], [0.0, 0.0, -0.1], [0.0, -0.1, 0.0], [0.1, -0.1, 0.0], [-0.1, 0.0, 0.1], [-0.1, 0.1, -0.1], [0.0, 0.1, 0.0], [-0.1, 0.1, -0.1], [0.0, 0.0, 0.1], [-0.1, -0.4, -0.3], [-0.2, 0.0, 0.0], [0.1, 0.1, 0.1], [-0.6, 0.7, 0.2], [-0.1, 0.3, -0.6], [0.0, -0.5, 0.1], [0.9, 0.3, 1.4], [-0.1, 0.0, 0.0], [0.1, -0.1, -0.1], [0.0, -0.2, 0.0], [0.0, 0.1, 0.1], [0.0, 0.0, 0.1], [-0.4, -1.9, -1.1], [0.1, -0.1, 0.2], [-0.5, 0.3, 0.3], [-0.1, -0.1, 0.1], [0.0, -0.1, -0.1], [-0.1, 0.1, 0.1], [-0.1, 0.5, 0.0], [0.0, 0.0, 0.0], [0.5, 0.1, 0.0], [0.1, 0.0, -0.1], [0.0, -0.3, -0.1], [0.0, -0.1, 0.0], [0.0, 0.0, 0.1], [1.2, 1.2, 0.0], [-0.1, -0.1, 0.0], [0.0, 0.0, -0.1], [-0.3, -0.1, -0.6]]
}

=====

Q: What is the formula in the first record?
A: C27H27BrF5N7O2PbSe